(1)
119
Properties=species:S:1:pos:R:3 method="wB97M-V/def2-TZVPD" total_charge=+1 relative_energy_ev=2.737 homo_ha=-0.348
C -0.760 -0.363 -2.798
C -1.399 0.862 -2.152
C -0.395 2.012 -2.129
C -2.579 1.275 -3.043
C -1.967 0.604 -0.729
C -2.680 1.655 -0.126
C -3.612 1.362 0.867
C -3.891 0.032 1.183
C -3.063 -1.016 0.748
C -3.458 -2.509 1.009
C -2.440 -3.316 1.811
C -3.691 -3.191 -0.340
C -4.759 -2.580 1.813
C -1.904 -0.616 0.023
N -0.646 -1.274 0.236
C 0.353 -0.867 1.087
C 0.328 0.595 1.623
C 1.784 1.104 1.697
C 2.431 1.397 0.505
C 3.797 1.716 0.511
C 4.485 1.691 1.740
N 5.860 1.382 1.689
O 6.456 1.164 2.767
O 6.433 1.293 0.575
C 3.794 1.644 2.971
C 2.428 1.349 2.938
N 1.457 -1.666 0.816
C 2.824 -1.729 1.291
C 3.088 -1.995 2.667
C 2.108 -2.752 3.612
C 2.710 -2.967 4.998
C 1.776 -4.128 3.017
C 0.847 -1.953 3.812
C 4.366 -1.699 3.168
C 5.440 -1.600 2.298
C 5.219 -1.794 0.945
C 3.932 -1.755 0.383
C 3.982 -1.818 -1.188
C 5.257 -1.126 -1.726
C 2.831 -1.131 -1.887
C 4.070 -3.282 -1.637
C 0.993 -2.753 0.054
C -0.258 -2.468 -0.367
H -1.442 -1.222 -2.791
H -0.525 -0.122 -3.845
H 0.184 -0.639 -2.319
H -0.836 2.929 -1.722
H 0.481 1.755 -1.527
H -0.045 2.221 -3.149
H -3.057 2.190 -2.682
H -2.235 1.450 -4.067
H -3.330 0.478 -3.063
H -2.558 2.686 -0.467
H -4.147 2.169 1.365
H -4.744 -0.161 1.837
H -2.281 -2.886 2.804
H -2.836 -4.331 1.963
H -1.479 -3.422 1.306
H -4.526 -2.705 -0.860
H -2.811 -3.130 -0.985
H -3.937 -4.250 -0.190
H -5.576 -2.074 1.286
H -5.047 -3.629 1.960
H -4.624 -2.132 2.806
H -0.354 0.964 0.862
H 1.858 1.300 -0.419
H 4.305 1.896 -0.432
H 4.379 1.763 3.879
H 1.951 1.241 3.922
H 2.908 -2.011 5.495
H 1.997 -3.517 5.622
H 3.633 -3.554 4.955
H 1.284 -4.053 2.042
H 2.696 -4.713 2.893
H 1.105 -4.669 3.697
H 0.339 -1.866 2.843
H 0.165 -2.453 4.511
H 1.059 -0.947 4.187
H 4.551 -1.605 4.233
H 6.450 -1.469 2.669
H 6.087 -1.935 0.311
H 6.146 -1.760 -1.622
H 5.148 -0.932 -2.802
H 5.450 -0.168 -1.228
H 1.893 -1.660 -1.737
H 2.748 -0.093 -1.554
H 3.024 -1.128 -2.970
H 3.181 -3.855 -1.360
H 4.169 -3.326 -2.730
H 4.944 -3.775 -1.195
H 1.623 -3.584 -0.174
H -0.885 -2.996 -1.048
C -2.487 3.901 5.379
N -1.839 3.036 4.393
C -0.809 3.540 3.630
C -0.463 4.907 3.800
C 0.353 5.525 2.821
C 0.653 4.815 1.660
C 0.270 3.469 1.535
C -0.216 2.714 2.638
C -0.372 1.158 2.690
C -1.622 0.824 3.410
C -2.356 1.783 4.152
C -3.555 1.394 4.769
C -3.840 0.056 4.924
C -3.016 -0.910 4.360
C -1.937 -0.519 3.580
H -3.083 3.321 6.075
H -1.724 4.403 5.972
H -3.115 4.638 4.873
H -0.807 5.452 4.670
H 0.669 6.551 3.002
H 1.245 5.315 0.881
H 0.400 3.035 0.529
H 0.266 0.475 3.222
H -4.187 2.133 5.228
H -4.680 -0.224 5.563
H -3.168 -1.959 4.576
H -1.332 -1.244 3.056

(2)
26
Properties=species:S:1:pos:R:3 method="wB97M-V/def2-TZVPD" total_charge=0 relative_energy_ev=1.703 smiles=Cc1ccc(-n2cccc2)cc1C homo_ha=-0.296
C 2.338 -2.531 1.273
C 1.366 -1.603 0.578
C 0.721 -1.864 -0.673
C -0.199 -1.012 -1.171
C -0.534 0.181 -0.595
N -1.432 1.131 -1.130
C -1.625 2.407 -0.768
C -2.710 2.938 -1.450
C -3.170 1.814 -2.263
C -2.334 0.762 -2.028
C 0.238 0.462 0.652
C 1.165 -0.381 1.237
C 1.995 0.004 2.565
H 3.315 -2.165 1.226
H 2.133 -3.563 0.923
H 2.025 -2.556 2.383
H 0.829 -2.832 -1.071
H -0.689 -1.448 -2.079
H -0.899 2.869 -0.183
H -2.845 4.052 -1.463
H -3.998 1.907 -3.011
H -2.312 -0.252 -2.460
H 0.080 1.427 1.209
H 1.736 -0.642 3.293
H 2.964 -0.143 2.210
H 1.842 1.039 2.799

(3)
136
Properties=species:S:1:pos:R:3 method="wB97M-V/def2-TZVPD" total_charge=+1 homo_ha=-0.376
Zr -0.754 0.177 -0.590
C -1.901 2.858 1.775
C -0.445 2.993 1.489
C 0.187 4.146 1.953
C 1.530 4.336 1.731
C 2.227 3.345 1.068
C 1.556 2.217 0.627
N 0.228 2.037 0.811
C 2.303 1.151 -0.078
C 3.671 1.239 -0.299
C 4.310 0.235 -0.997
C 3.582 -0.860 -1.418
C 2.231 -0.915 -1.117
N 1.601 0.088 -0.487
C 1.450 -2.146 -1.351
C 1.843 -3.109 -2.267
C 1.106 -4.279 -2.330
C 0.076 -4.473 -1.430
C -0.259 -3.463 -0.531
C -1.277 -3.709 0.531
N 0.383 -2.280 -0.555
H -2.230 3.688 2.392
H -2.100 1.928 2.301
H -2.485 2.877 0.856
H -0.402 4.884 2.479
H 2.031 5.234 2.067
H 3.280 3.472 0.885
H 4.243 2.076 0.064
H 5.375 0.292 -1.182
H 4.064 -1.690 -1.912
H 2.678 -2.940 -2.930
H 1.354 -5.046 -3.052
H -0.484 -5.398 -1.411
H -1.594 -4.750 0.511
H -2.146 -3.063 0.420
H -0.840 -3.493 1.505
F -4.164 -2.118 3.037
C -4.497 -0.823 3.146
F -5.749 -0.768 3.620
F -3.693 -0.283 4.081
C -4.373 -0.102 1.835
C -5.465 0.484 1.222
C -5.316 1.131 0.002
C -4.060 1.189 -0.562
N -3.004 0.644 0.043
C -3.138 -0.020 1.194
S -1.609 -0.693 1.698
H -6.437 0.425 1.695
H -6.163 1.570 -0.505
H -3.866 1.671 -1.510
C -6.920 4.457 2.075
C -5.713 4.995 1.361
C -4.641 5.535 2.066
C -3.526 6.031 1.406
C -3.487 6.005 0.022
C -4.566 5.515 -0.706
C -5.660 5.000 -0.033
S -2.062 6.615 -0.834
O -2.515 7.373 -1.959
O -1.168 7.142 0.150
N -1.308 5.293 -1.465
C -1.950 4.548 -2.549
C -0.935 3.608 -3.178
C -0.525 2.512 -2.233
O 0.647 2.194 -2.048
O -1.477 1.884 -1.607
H -6.707 4.256 3.124
H -7.269 3.532 1.613
H -7.743 5.173 2.033
H -4.679 5.570 3.149
H -2.701 6.467 1.955
H -4.557 5.565 -1.787
H -6.502 4.619 -0.600
H -0.892 4.722 -0.735
H -2.311 5.264 -3.283
H -2.806 3.968 -2.185
H -0.039 4.149 -3.476
H -1.364 3.136 -4.067
N -2.835 -7.733 -3.114
C -3.049 -6.399 -2.873
C -3.548 -5.964 -1.639
C -3.699 -4.616 -1.378
C -3.359 -3.672 -2.339
C -2.911 -4.095 -3.587
C -2.744 -5.438 -3.849
S -3.573 -1.966 -1.973
O -4.159 -1.881 -0.668
O -4.224 -1.347 -3.098
N -2.055 -1.323 -1.854
C -1.443 -0.899 -2.989
S -1.987 -0.722 -4.625
C -0.452 -0.027 -5.036
C 0.328 0.101 -3.950
N -0.236 -0.390 -2.791
H -3.291 -8.399 -2.514
H -2.735 -8.030 -4.069
H -3.829 -6.691 -0.887
H -4.104 -4.292 -0.430
H -2.712 -3.382 -4.373
H -2.401 -5.755 -4.826
H -0.216 0.251 -6.050
H 1.315 0.534 -3.914
F 7.849 -1.759 2.298
C 6.516 -1.684 2.449
C 5.705 -2.330 1.536
C 4.330 -2.233 1.696
C 3.768 -1.523 2.756
C 4.623 -0.888 3.654
C 6.002 -0.961 3.508
Sb 1.647 -1.269 2.817
C 1.036 -3.240 3.362
C -0.157 -3.377 4.070
C -0.714 -4.626 4.303
C -0.058 -5.738 3.808
F -0.593 -6.954 4.018
C 1.128 -5.645 3.106
C 1.668 -4.385 2.886
C 1.439 -0.378 4.730
C 1.857 -0.993 5.910
C 1.685 -0.372 7.137
C 1.084 0.874 7.164
F 0.912 1.481 8.349
C 0.649 1.514 6.021
C 0.833 0.874 4.803
H 6.152 -2.894 0.728
H 3.694 -2.725 0.965
H 4.218 -0.327 4.489
H 6.676 -0.476 4.202
H -0.676 -2.501 4.446
H -1.637 -4.747 4.852
H 1.613 -6.544 2.752
H 2.604 -4.316 2.344
H 2.320 -1.974 5.878
H 2.002 -0.833 8.062
H 0.177 2.485 6.096
H 0.483 1.359 3.896

These records have gap between HOMO and LUMO values of 0.227; 0.329; 0.248 Eh, in the order they appear.